No. 1
The following is a DFT calculation (ωB97M-V/def2-TZVPD) of 2 unconnected molecules or ions with the total composition C3H11N4 in a non-equilibrium geometry.

Summary:
HOMO-LUMO gap = 7.976 eV
strongest force on any atom = 3.2 eV/Å
lowest unoccupied orbital energy = -4.2478 eV
charge = +1
ΔE to the lowest compared entry with this formula, charge and spin = 2.977 eV
HOMO energy = -0.449 Ha

Positions of all 18 atoms, in Å:
C: -1.7414 -2.2905 -0.3239
C: -0.5808 -1.9743 0.2745
N: -2.9722 -2.0658 0.4792
H: -1.9285 -2.4262 -1.3735
H: 0.3122 -1.7218 -0.3119
H: -0.4052 -1.6606 1.3418
H: -2.8890 -2.4024 1.4565
H: -3.1319 -1.0883 0.5411
H: -3.8217 -2.5739 0.1114
N: 1.0087 2.8978 0.0627
C: 1.5579 1.5914 -0.2148
N: 1.0115 0.5204 0.6448
N: 2.5282 1.4133 -1.0597
H: 0.8595 3.3487 -0.8521
H: 0.0571 2.8906 0.5115
H: 0.1116 0.2199 0.3312
H: 1.6740 -0.2385 0.3920
H: 2.7139 2.3339 -1.4527

Forces on the atoms, in the same order (eV/Å):
1.528 1.179 1.373
-0.220 0.744 -0.212
-0.946 -2.620 0.424
0.085 -0.178 -0.128
-0.417 -1.090 -0.117
-0.785 -0.682 -0.977
0.270 0.103 -0.464
-0.624 1.258 -0.112
0.954 0.836 0.188
-1.574 -1.137 -0.851
0.028 0.663 0.033
2.779 0.578 -1.503
-2.225 -0.127 1.796
0.352 0.089 0.708
1.517 -0.254 -0.309
-0.628 0.404 -0.340
-0.559 0.326 0.599
0.464 -0.091 -0.108



No. 2
The following is a DFT calculation (ωB97M-V/def2-TZVPD) of 8 unconnected molecules or ions with the total composition C24H69N5O8 in a non-equilibrium geometry.

Summary:
HOMO-LUMO gap = 9.539 eV
strongest force on any atom = 4.1 eV/Å
lowest unoccupied orbital energy = 0.5094 eV
SMILES string = COC[C@H](C)N.COC[C@H](C)N.COC[C@H](C)N.COC[C@H](C)N.COC[C@H](C)N.CCO.CO.CO
ΔE to the lowest compared entry with this formula, charge and spin = 5.114 eV
HOMO energy = -0.332 Ha

Positions of all 106 atoms, in Å:
C: -2.6377 0.6558 1.7965
C: -1.2020 1.1861 1.8283
O: -1.2866 2.5073 2.4775
H: -2.8427 -0.2207 1.1818
H: -3.2932 1.4509 1.4412
H: -2.9510 0.4064 2.8103
H: -0.7976 1.4893 0.8626
H: -0.5755 0.4512 2.3338
H: -1.6470 2.4057 3.3614
C: 7.0048 0.8728 -1.9177
C: 8.3198 1.5696 -1.6105
C: 9.3544 0.8101 -0.7740
O: 10.6028 1.5747 -0.7974
C: 11.6638 0.9921 -0.0285
N: 8.9466 2.0089 -2.8765
H: 7.0738 -0.0528 -2.4892
H: 6.4653 1.5184 -2.6107
H: 6.3863 0.8053 -1.0227
H: 8.0840 2.4729 -1.0478
H: 9.6330 -0.1724 -1.1552
H: 9.0331 0.7849 0.2673
H: 11.4981 1.1104 1.0423
H: 12.6491 1.3992 -0.2555
H: 11.7549 -0.0347 -0.3827
H: 9.8737 1.7016 -2.6191
H: 8.9373 2.9852 -3.1350
C: -0.2234 -10.9765 1.9500
C: 0.1215 -11.0587 0.4132
C: 1.1072 -9.9966 -0.1272
O: 0.5964 -8.6473 0.0096
C: -0.0470 -8.1565 -1.1886
N: 0.6733 -12.3665 0.1780
H: 0.7761 -11.1179 2.3611
H: -0.8609 -11.6263 2.5495
H: -0.4353 -9.9329 2.1827
H: -0.8296 -11.0018 -0.1163
H: 1.4222 -10.2684 -1.1347
H: 2.0481 -10.0950 0.4141
H: 0.8380 -8.1221 -1.8239
H: -0.4365 -7.1428 -1.0944
H: -0.8396 -8.7443 -1.6517
H: 0.5984 -12.5595 -0.8105
H: 1.6413 -12.4405 0.4565
C: 3.3185 -5.4146 -8.1482
C: 2.7841 -4.1990 -8.9547
C: 2.4122 -2.9369 -8.0770
O: 1.0340 -3.0844 -7.5881
C: 0.5145 -2.0439 -6.9098
N: 3.7735 -3.9783 -9.9945
H: 3.7984 -5.0087 -7.2577
H: 4.1034 -5.9669 -8.6649
H: 2.5225 -6.1262 -7.9288
H: 1.8945 -4.4049 -9.5499
H: 2.5007 -2.0809 -8.7460
H: 3.1782 -2.7105 -7.3354
H: 0.1685 -1.2834 -7.6098
H: 1.2056 -1.6186 -6.1821
H: -0.3950 -2.3533 -6.3949
H: 3.3505 -3.1711 -10.4300
H: 3.7980 -4.8045 -10.5750
C: -1.5584 3.5633 9.6481
C: -1.3460 4.9845 9.1593
C: 0.0841 5.4702 8.7698
O: 1.0446 5.3279 9.7934
C: 2.2943 5.8005 9.2615
N: -2.0919 5.1415 7.8987
H: -0.9270 3.3731 10.5160
H: -1.3033 2.7738 8.9412
H: -2.5760 3.3406 9.9690
H: -1.8801 5.5905 9.8912
H: 0.0633 6.4582 8.3099
H: 0.4593 4.8323 7.9695
H: 2.7766 5.1982 8.4916
H: 3.0112 5.8555 10.0808
H: 2.1164 6.8285 8.9459
H: -2.1713 6.1192 7.6581
H: -3.0459 4.9561 8.1737
C: -12.7036 7.3802 -1.4379
C: -11.9084 6.6564 -0.3482
C: -10.5600 6.1699 -0.8347
O: -10.7977 5.0516 -1.6379
C: -9.7243 4.2872 -2.0409
N: -11.7143 7.4421 0.8474
H: -12.8728 6.8725 -2.3875
H: -12.2543 8.3260 -1.7408
H: -13.7451 7.5760 -1.1828
H: -12.4053 5.7442 -0.0182
H: -9.9054 5.7872 -0.0517
H: -9.9304 6.9286 -1.2996
H: -10.0988 3.2714 -2.1673
H: -8.8254 4.1654 -1.4366
H: -9.4531 4.5858 -3.0535
H: -11.2713 6.9198 1.5898
H: -11.0785 8.2170 0.7237
C: -1.8892 6.3754 -2.7013
O: -2.5454 6.0759 -1.5169
H: -2.3539 7.2118 -3.2234
H: -0.8400 6.6575 -2.6145
H: -1.8243 5.5616 -3.4236
H: -1.9905 5.6375 -0.8678
C: 3.5451 -3.8845 3.2177
O: 2.1684 -4.1326 3.3715
H: 3.8476 -2.8503 3.0533
H: 4.1976 -4.1722 4.0422
H: 3.8997 -4.2941 2.2719
H: 1.9238 -4.4202 2.4888

Forces on the atoms, in the same order (eV/Å):
-0.093 0.161 -0.299
-1.354 1.344 0.371
0.713 -1.039 -0.239
0.395 -0.093 -0.076
-0.003 0.010 -0.023
0.020 -0.011 0.104
-0.047 -0.618 -0.084
0.409 0.378 0.109
-0.033 -0.118 0.132
-0.292 0.340 -0.018
-0.307 1.237 -0.664
1.196 0.797 0.277
-0.041 0.284 0.256
-0.576 -0.353 -0.865
0.497 -1.809 0.348
0.340 -0.273 0.461
-0.026 0.256 0.108
-0.043 -0.483 0.015
-0.155 0.010 0.405
-0.505 -0.331 -0.044
-0.239 -0.461 0.025
-0.152 -0.354 0.063
-0.359 0.721 -0.293
-0.067 -0.482 0.675
0.813 0.898 -1.372
-0.084 0.002 0.623
2.181 1.683 -0.554
-1.095 -0.390 1.104
-1.035 0.596 1.039
-0.658 -0.728 -0.059
1.788 -0.122 -0.096
-0.325 -0.765 -0.632
0.180 -0.070 0.581
-0.375 -0.329 -1.129
-0.326 0.035 0.100
0.042 0.096 -0.367
-0.532 0.238 -0.496
-0.003 0.402 0.557
-0.527 0.300 -1.073
0.195 -0.084 0.660
0.049 -0.549 0.403
0.307 -0.347 -0.094
0.136 0.044 0.054
-0.703 0.539 0.108
-0.344 -1.178 0.794
-0.474 -0.692 -1.266
2.903 -2.487 -1.484
-0.938 1.733 0.646
0.481 1.861 0.893
-0.197 -0.334 0.282
-0.112 0.178 -0.350
0.059 0.120 0.449
-0.777 -0.467 0.894
-0.492 0.359 -0.266
-0.310 -0.426 0.729
0.179 0.613 -0.037
0.062 0.199 0.143
0.109 -0.294 0.177
0.680 -0.040 -1.357
-0.123 0.316 -0.354
1.058 -0.699 0.396
-0.125 0.423 -0.847
-0.414 -1.812 0.413
0.676 0.508 -0.365
-0.237 0.497 1.449
-0.691 -0.121 -0.045
0.038 0.091 0.144
0.135 0.268 -0.402
-0.181 0.455 -0.095
0.815 0.561 0.482
-0.187 0.507 0.459
-0.495 -0.317 -0.471
-0.566 -0.228 -0.318
-0.137 -0.112 0.156
0.313 0.065 -0.460
0.438 0.393 -0.159
-0.443 -0.488 -0.344
-0.631 0.237 -0.329
0.672 -0.348 -0.093
0.757 -0.902 -0.095
-0.794 0.091 -0.051
0.058 -1.205 -1.584
-0.341 1.052 0.761
0.745 -0.737 0.125
0.184 0.162 0.345
0.121 0.244 0.737
-0.374 0.032 -0.225
-0.236 0.269 0.904
-0.231 0.457 -0.606
-0.100 -0.162 0.068
-0.101 0.742 0.599
0.564 0.191 -0.088
-0.208 -0.456 -0.020
-0.081 0.332 -0.449
1.164 0.180 -1.211
-0.685 0.067 0.535
-0.373 -0.026 0.308
0.171 0.233 0.619
-0.502 -0.460 0.035
0.222 -0.003 -0.270
1.359 0.682 -0.806
0.283 0.084 -0.047
-0.766 0.701 0.288
-0.515 -0.665 0.151
0.238 -0.736 0.191
-0.604 -0.072 0.222



No. 3
The following is a DFT calculation (ωB97M-V/def2-TZVPD) of C5H8O in the gas phase.

Summary:
HOMO-LUMO gap = 11.108 eV
strongest force on any atom = 0.5 eV/Å
lowest unoccupied orbital energy = 0.9526 eV
SMILES string = C#CC(C)(C)O
ΔE to the lowest compared entry with this formula, charge and spin = 2.139 eV
HOMO energy = -0.373 Ha

Positions of all 14 atoms, in Å:
C: 0.8373 -1.2027 0.3970
C: 0.1354 0.0915 -0.0233
C: 0.2527 0.3510 -1.5232
O: 0.8092 1.1849 0.6030
C: -1.2602 0.1827 0.4680
C: -2.2412 0.5475 1.0655
H: 0.6375 -1.4213 1.4512
H: 0.5358 -2.0691 -0.1983
H: 1.9135 -1.0406 0.2765
H: -0.3672 1.2041 -1.8103
H: -0.0461 -0.5212 -2.1116
H: 1.2986 0.5905 -1.7421
H: 0.5582 1.1509 1.5354
H: -3.0636 0.9518 1.6122

Forces on the atoms, in the same order (eV/Å):
0.022 -0.087 0.037
-0.019 -0.100 -0.126
-0.008 0.000 -0.059
0.164 0.130 0.219
-0.333 0.266 0.337
0.338 -0.134 -0.228
0.034 0.039 -0.140
-0.066 0.149 0.052
-0.170 -0.093 -0.042
0.112 -0.103 0.054
-0.003 0.111 0.139
-0.158 -0.093 0.010
0.135 0.174 -0.091
-0.047 -0.258 -0.161



No. 4
The following is a DFT calculation (ωB97M-V/def2-TZVPD) of a molecular structure, C25H27Cl2SbSc in a non-equilibrium geometry.

Summary:
HOMO-LUMO gap (alpha / beta) = 5.726 / 5.725 eV
strongest force on any atom = 5.9 eV/Å
lowest unoccupied orbital energy (alpha / beta) = 2.7144 / 2.7143 eV
charge = -1
ΔE to the lowest compared entry with this formula, charge and spin = 0.000 eV
HOMO energy (alpha / beta) = -0.111 / -0.111 Ha

Positions of all 56 atoms, in Å:
Sc: -1.1167 0.2573 -1.9066
Cl: -1.3031 2.5255 -1.3728
Cl: -1.9596 -1.7812 -1.0917
C: -2.0981 0.2080 -3.7681
H: -2.7558 -0.6650 -3.8974
H: -2.6283 1.0779 -4.1787
C: 0.6991 -0.0633 -3.0709
C: -0.4399 -0.0171 -3.9629
H: 1.0352 -0.3879 -1.9789
C: -0.1080 1.1607 -4.9840
H: -0.3863 -0.9610 -4.5772
C: 1.2204 0.8958 -5.7327
H: -0.9223 1.1170 -5.6934
H: -0.0676 2.1658 -4.4980
C: 2.3369 0.8996 -4.7040
H: 1.1482 -0.0715 -6.2449
H: 1.4111 1.6577 -6.5031
C: 2.0459 -0.2763 -3.7685
H: 3.3321 0.8585 -5.1568
H: 2.2834 1.8075 -4.0776
H: 1.9912 -1.2598 -4.2988
H: 2.9129 -0.3181 -3.0710
C: -4.4520 -0.5690 3.3733
C: -4.1698 0.5380 2.5586
C: -2.9125 0.6619 1.9521
C: -1.9399 -0.3130 2.1702
C: -2.1950 -1.3989 3.0064
C: -3.4606 -1.5366 3.5985
Sb: -0.0797 -0.1221 1.0394
C: 0.6838 1.5712 2.1762
C: 1.2039 2.6453 1.4439
C: 1.5506 3.8384 2.1051
C: 1.3734 3.9440 3.4941
C: 0.8694 2.8537 4.2163
C: 0.5290 1.6642 3.5562
C: 0.9341 -1.9147 1.7182
C: 2.0973 -1.8402 2.4847
C: 2.7656 -3.0187 2.8577
C: 2.2641 -4.2735 2.4629
C: 1.0936 -4.3409 1.6876
C: 0.4402 -3.1552 1.3030
H: -5.4359 -0.6776 3.8316
H: -4.9307 1.3039 2.3943
H: -2.7039 1.5121 1.2952
H: -1.4220 -2.1480 3.1973
H: -3.6706 -2.3979 4.2329
H: 1.3068 2.5683 0.3634
H: 1.9469 4.6804 1.5398
H: 1.6235 4.8762 4.0060
H: 0.7334 2.9363 5.3001
H: 0.1266 0.8201 4.1319
H: 2.5003 -0.8705 2.7954
H: 3.6759 -2.9587 3.4529
H: 2.7810 -5.1886 2.7496
H: 0.6831 -5.2962 1.3745
H: -0.4403 -3.2242 0.6688

Forces on the atoms, in the same order (eV/Å):
0.804 0.432 0.781
-0.250 0.901 0.564
-0.528 -1.061 0.511
0.443 -0.552 1.597
0.868 -0.075 -0.138
1.118 -0.023 -0.261
3.395 0.245 4.566
-2.355 0.009 -5.453
-2.395 -0.066 -1.544
0.355 -0.596 -0.470
-0.369 0.497 -0.049
-0.292 0.941 0.247
-0.171 0.378 -0.368
-0.215 -0.884 -0.068
-0.152 -0.530 -0.131
0.143 0.042 0.083
-0.246 -0.057 0.059
0.063 0.320 0.242
0.039 -0.155 -0.072
0.046 -0.223 -0.342
0.348 0.527 -0.144
-0.831 -0.251 0.031
0.487 -0.001 -0.169
0.195 -0.215 0.123
-0.435 -0.075 0.168
0.724 -0.082 -0.161
-0.509 0.030 0.150
0.037 0.381 -0.193
-0.371 0.230 0.265
0.118 -0.588 -0.154
0.038 0.394 0.569
-0.188 -0.482 0.261
-0.053 -0.345 -0.360
0.033 0.009 -0.070
0.103 0.455 0.425
-0.124 0.519 0.115
0.280 -0.553 0.195
-0.395 -0.187 -0.309
-0.317 0.559 -0.142
0.293 0.780 0.202
0.414 -0.582 0.264
0.252 0.034 -0.122
0.208 -0.239 0.014
-0.083 -0.239 0.174
-0.258 0.198 -0.114
0.033 0.197 -0.122
-0.047 0.048 0.141
-0.104 -0.172 0.095
-0.069 -0.299 -0.136
0.050 -0.038 -0.398
0.125 0.378 -0.265
-0.175 -0.324 -0.083
-0.174 -0.029 -0.119
-0.095 0.217 -0.029
0.122 0.074 0.032
0.066 0.128 0.110



No. 5
The following is a DFT calculation (ωB97M-V/def2-TZVPD) of 10 unconnected molecules or ions with the total composition C5H32N2O9 in a non-equilibrium geometry.

Summary:
HOMO-LUMO gap = 9.540 eV
strongest force on any atom = 2.1 eV/Å
lowest unoccupied orbital energy = 0.2030 eV
SMILES string = CN[C@@H](C)CCN.O.O.O.O.O.O.O.O.O
ΔE to the lowest compared entry with this formula, charge and spin = 1.988 eV
HOMO energy = -0.343 Ha

Positions of all 48 atoms, in Å:
C: -2.4049 1.3423 2.6646
N: -0.9484 1.3031 2.5056
C: -0.5561 1.7203 1.1230
C: 0.9290 1.3783 0.9777
C: 1.1954 0.2024 0.0562
N: 2.5053 -0.4062 0.3477
C: -0.8292 3.2031 0.8436
H: -2.7485 0.8835 3.5958
H: -2.7544 2.3788 2.7121
H: -2.9378 0.8013 1.8827
H: -0.6137 2.0124 3.1185
H: -1.1617 1.0543 0.5033
H: 1.5300 2.2442 0.6653
H: 1.3989 1.3218 1.9672
H: 0.4644 -0.6043 0.1001
H: 1.2223 0.6119 -0.9554
H: 2.4245 -0.7761 1.2800
H: 3.2970 0.2059 0.2750
H: -1.6747 3.5847 1.4131
H: -0.7895 3.3814 -0.2289
H: -0.0319 3.8219 1.2668
H: 2.3175 -1.3436 -2.7990
H: 1.8229 -2.7241 -2.4766
O: 1.7715 -2.0448 -3.1647
H: -3.5348 1.2888 -0.9191
H: -4.4260 1.5576 0.4075
O: -4.2424 1.7856 -0.4994
H: 2.1821 -3.2977 -0.2913
H: 1.4042 -4.6163 -0.6523
O: 1.4839 -3.6854 -0.8243
H: 0.5035 -3.9043 1.1879
H: 1.1570 -2.8372 1.9716
O: 1.2296 -3.7919 1.8099
H: -0.1598 -2.4014 -2.8783
H: -0.7054 -3.3052 -1.9018
O: -1.0298 -2.5953 -2.4755
H: 0.1795 -1.9286 3.9946
H: 0.3856 -0.5498 3.4165
O: 0.8537 -1.3837 3.5728
H: 1.8740 1.2162 -4.4353
H: 1.0745 -0.1225 -4.3220
O: 1.6278 0.4994 -3.8444
H: -2.3553 -0.8925 -0.6343
H: -3.5242 -1.3624 -1.5408
O: -3.2957 -0.7895 -0.8082
H: 2.2063 1.9813 -2.3089
H: 1.5195 2.6470 -3.1853
O: 2.1642 2.9354 -2.5130

Forces on the atoms, in the same order (eV/Å):
-0.395 0.196 0.570
-0.765 -0.635 -0.801
0.274 0.068 1.194
0.068 0.899 0.131
1.569 0.496 0.254
-0.791 -1.052 -0.619
0.711 -0.068 0.627
0.406 -0.070 0.088
-0.341 -0.096 -0.269
0.290 0.076 -0.234
0.658 0.508 0.665
0.074 0.281 -0.383
-0.434 -0.010 -0.829
-0.442 -0.983 0.194
-0.221 0.171 0.096
-0.255 -0.378 -0.173
0.507 -0.032 0.368
0.047 0.401 0.113
-0.643 -0.146 -0.861
-0.613 0.274 0.027
0.407 -0.274 -0.056
-0.033 0.352 -0.133
-0.060 -0.273 0.021
0.052 -0.366 0.139
-0.248 -0.598 0.771
0.494 -0.622 0.033
-0.510 1.468 -0.802
0.054 -0.254 0.453
0.480 -0.506 0.327
-0.473 0.732 -1.301
0.013 -0.257 -0.018
0.261 -0.077 0.540
-0.335 0.421 0.166
-0.436 0.625 -0.217
-0.563 0.043 0.213
0.902 -0.438 0.117
0.162 -0.138 0.022
-0.048 0.211 -0.221
-0.223 0.079 -0.124
0.028 -0.294 -0.389
-0.031 -0.101 -0.139
0.142 0.468 0.318
0.040 -0.394 -0.368
0.307 -0.206 -0.197
-0.001 0.336 0.462
1.120 0.272 1.183
-0.361 1.675 -0.284
-0.844 -1.786 -0.676